Density functional theory data (ωB97M-V/def2-TZVPD) for a structure of composition C49H60MoN6OS.

Its charge is +2. The value obtained for the LUMO energy is -0.2648 Eh. Its gap between HOMO and LUMO is 6.448 eV. Its max |F| is 0.70 eV/A. The HOMO energy is -13.66 eV.

XYZ file:
```
118
Properties=species:S:1:pos:R:3:forces:R:3
Mo 0.70067 0.85508 0.09680 0.6 -0.1 0.4
S 0.31702 3.17384 0.76455 -0.1 0.0 0.0
C -0.22694 3.36193 -0.87545 0.0 0.0 0.0
C -0.74003 4.46805 -1.53374 0.0 0.0 0.0
C -1.03911 4.32526 -2.87511 0.0 0.0 -0.1
C -0.81898 3.10816 -3.52659 0.0 0.0 0.0
C -0.31318 2.05688 -2.80763 0.1 0.1 0.1
N -0.03846 2.18804 -1.49279 0.0 -0.1 -0.2
H -0.88392 5.40162 -1.00697 0.0 0.0 0.0
H -1.44074 5.16528 -3.42834 0.0 0.0 0.0
H -1.04574 2.98212 -4.57524 0.0 0.0 0.0
H -0.12397 1.09182 -3.25627 0.0 0.0 0.0
C 4.82571 3.07641 -0.88428 0.0 0.0 0.0
C 3.55511 3.49385 -0.13710 0.1 0.0 0.0
C 3.23861 4.97106 -0.39443 0.0 0.0 0.0
C 3.66899 3.20995 1.34879 0.1 0.1 0.1
C 4.57914 3.96763 2.08085 0.0 0.0 -0.1
C 4.72617 3.82114 3.44718 0.0 0.0 0.0
C 3.91892 2.93476 4.13701 0.0 0.0 0.0
C 2.99858 2.13971 3.46837 0.0 0.1 0.0
C 2.03505 1.29838 4.29659 0.1 0.0 0.0
C 2.76443 0.20982 5.08313 0.1 -0.1 0.0
C 1.21814 2.19668 5.23165 0.0 0.0 0.0
C 2.94466 2.24586 2.06347 -0.3 -0.1 0.1
N 2.07803 1.27134 1.42833 0.2 0.1 -0.1
C 2.38715 -0.02640 1.55846 -0.2 0.0 0.1
C 1.33270 -0.96231 1.54093 0.1 0.2 -0.1
N 0.09544 -0.46389 1.49444 -0.3 -0.1 0.1
C -1.11066 -1.22122 1.67034 0.2 0.0 0.0
C -1.16381 -2.54049 2.17307 -0.1 0.0 0.0
C -2.41970 -3.15444 2.15579 0.1 0.0 0.0
C -3.56501 -2.52657 1.70784 0.0 0.0 0.0
C -3.50226 -1.20282 1.31037 0.0 0.0 0.0
C -2.28877 -0.53836 1.31249 0.0 0.0 0.0
C -2.24556 0.94736 1.07001 0.1 -0.1 0.0
C -3.38867 1.53293 0.25440 -0.1 0.0 0.0
C -2.11129 1.67802 2.40743 0.0 0.0 0.0
C -0.05685 -3.38594 2.80905 0.0 0.0 0.0
C 0.73808 -4.24174 1.80414 0.0 0.0 0.0
C 0.76526 -2.66071 3.89323 0.0 0.0 0.0
H 4.68561 3.17076 -1.96321 0.0 0.0 0.0
H 5.11850 2.04613 -0.66479 0.0 0.0 0.0
H 5.66615 3.71511 -0.60613 0.0 0.0 0.0
H 2.71775 2.92837 -0.53227 -0.1 -0.1 0.0
H 4.07480 5.61290 -0.11319 0.0 0.0 0.0
H 2.36254 5.29819 0.16780 0.0 0.0 0.0
H 3.05068 5.13345 -1.45822 0.0 0.0 0.0
H 5.18610 4.69717 1.55995 0.0 0.0 0.0
H 5.44826 4.42652 3.98021 0.0 0.0 0.0
H 3.98940 2.87143 5.21569 0.0 0.0 0.0
H 1.31074 0.81882 3.63631 0.0 0.0 -0.1
H 3.47911 0.64646 5.78318 0.0 0.0 0.0
H 3.32365 -0.46673 4.43025 0.0 0.0 0.0
H 2.05687 -0.38294 5.66564 0.0 0.0 0.0
H 1.85204 2.67351 5.98067 0.0 0.0 0.0
H 0.46961 1.60555 5.76282 0.0 0.0 0.0
H 0.70478 2.98567 4.67853 0.0 0.0 0.0
H 3.41793 -0.34550 1.65149 0.1 0.0 -0.1
H 1.56534 -2.01332 1.53373 0.0 -0.1 -0.1
H -2.49028 -4.16912 2.53063 0.0 0.0 0.0
H -4.51115 -3.05340 1.71801 0.0 0.0 0.0
H -4.40349 -0.67665 1.02329 0.0 0.0 0.0
H -1.32405 1.13658 0.44973 -0.2 0.2 0.0
H -4.28956 1.59004 0.86830 0.0 0.0 0.0
H -3.63092 0.96335 -0.64390 0.0 0.0 0.0
H -3.14405 2.55720 -0.03464 0.0 0.0 0.0
H -2.95443 1.38273 3.03591 0.0 0.0 0.0
H -2.14618 2.75690 2.27294 0.0 0.0 0.0
H -1.19205 1.41654 2.93193 0.0 0.0 0.0
H -0.61916 -4.13253 3.36765 0.0 0.0 0.0
H 1.19508 -3.69964 0.97452 0.0 0.0 0.0
H 0.07598 -4.97910 1.34629 0.0 0.0 0.0
H 1.53033 -4.78801 2.31864 0.0 0.0 0.0
H 0.97485 -1.61025 3.69479 0.0 0.0 0.0
H 1.72153 -3.16211 4.05512 0.0 0.0 0.0
H 0.22353 -2.68215 4.83883 0.0 0.0 0.0
C 2.37413 0.61354 -1.34546 0.0 -0.1 0.0
C 2.66639 -0.71634 -1.94432 0.0 0.1 0.0
C 3.46675 -1.65129 -1.28456 0.0 0.0 0.0
C 3.66904 -2.91759 -1.80911 0.0 0.0 0.0
C 3.08211 -3.26099 -3.02519 -0.1 -0.1 -0.1
C 2.34816 -2.31324 -3.73655 0.0 0.1 0.0
C 2.15112 -1.05557 -3.19633 0.0 0.0 0.0
C 3.22886 -4.59358 -3.55018 0.1 -0.1 0.0
N 3.34660 -5.66358 -3.95315 -0.1 0.1 0.1
H 2.12830 1.33434 -2.12208 0.1 0.0 0.0
H 3.23269 0.98665 -0.80071 0.1 0.0 0.0
H 3.95759 -1.38720 -0.35616 0.0 0.0 0.0
H 4.28883 -3.63774 -1.29002 0.0 0.0 0.0
H 1.93525 -2.56768 -4.70361 0.0 0.0 0.0
H 1.58255 -0.32353 -3.75877 0.0 0.0 0.0
C -5.71606 -0.97348 -5.14045 0.0 0.0 0.0
C -5.82009 -0.76002 -3.63889 0.0 -0.1 0.0
N -4.71952 -1.39994 -2.89436 0.0 0.0 0.0
C -5.02863 -2.61913 -2.14495 -0.1 0.1 0.0
C -5.26832 -3.83607 -3.02701 0.0 0.0 0.0
C -3.52927 -0.78182 -2.92634 0.0 0.0 -0.1
O -3.34670 0.30753 -3.46715 0.0 -0.1 0.1
C -2.31526 -1.40051 -2.26605 0.0 0.0 0.0
C -1.90958 -2.72378 -2.27407 0.0 -0.1 0.0
C -0.68156 -3.04498 -1.70967 0.0 0.0 0.0
C 0.10196 -2.04942 -1.17386 0.0 0.1 0.0
N -0.27002 -0.75327 -1.17289 -0.2 0.1 -0.1
C -1.46421 -0.46562 -1.70352 0.1 0.0 0.1
H -6.55176 -0.48626 -5.64425 0.0 0.0 0.0
H -5.73987 -2.03361 -5.39552 0.0 0.0 0.0
H -4.79212 -0.54035 -5.52359 0.0 0.0 0.0
H -6.74656 -1.17654 -3.24385 0.0 0.0 0.0
H -5.80413 0.30409 -3.40861 0.0 0.0 0.0
H -5.92735 -2.41041 -1.56073 0.0 0.0 0.0
H -4.23975 -2.79654 -1.41646 0.0 0.0 0.0
H -6.18775 -3.73015 -3.60349 0.0 0.0 0.0
H -5.36457 -4.73501 -2.41619 0.0 0.0 0.0
H -4.45445 -3.98537 -3.73920 0.0 0.0 0.0
H -2.51969 -3.49721 -2.72360 0.0 0.0 0.0
H -0.31658 -4.06332 -1.70164 0.0 0.0 0.0
H 1.07115 -2.27940 -0.76191 0.0 0.0 0.0
H -1.77773 0.56443 -1.71686 -0.1 0.0 0.0
```
Positions in Å, forces in eV/Å.


Density functional theory data (ωB97M-V/def2-TZVPD) for the molecule C4H6O2.

For the energy above the lowest of the compared OMol25 structures with the same formula, charge and spin, the calculation gives 5.253 eV. The value obtained for the LUMO energy is 0.0371 Eh. The SMILES is C=C1C[C@H]1OO. Its gap between HOMO and LUMO is 10.533 eV. Its max |F| is 1.09 eV/A. The HOMO energy is -9.52 eV.

XYZ file:
```
12
Properties=species:S:1:pos:R:3:forces:R:3
C 0.65971 -0.84728 1.54939 0.1 -0.1 0.2
C -0.00809 -0.03977 0.76760 -0.2 0.2 -0.5
C -0.51526 1.29749 0.46584 0.1 0.1 0.0
C -0.71432 0.15216 -0.51484 0.0 -0.8 0.3
O 0.00309 0.24959 -1.69413 0.4 0.8 -0.6
O 0.45996 -1.05339 -2.11000 -0.3 -0.5 0.5
H 1.06377 -0.51695 2.49272 0.1 0.1 0.2
H 0.82839 -1.87616 1.27946 0.0 -0.2 -0.1
H 0.20020 2.05998 0.19206 0.1 0.0 -0.1
H -1.38787 1.67193 0.98087 -0.1 0.0 0.0
H -1.71153 -0.26775 -0.63199 0.0 0.1 0.0
H 1.12195 -0.82985 -2.77698 -0.1 0.3 0.1
```
Positions in Å, forces in eV/Å.


Density functional theory data (ωB97M-V/def2-TZVPD) for a structure of composition C12H22F6InNO10S4.

Its charge is +2. The value obtained for the LUMO energy is -0.4694 Eh. Its gap between HOMO and LUMO is 2.865 eV. Its max |F| is 3.04 eV/A. The HOMO energy is -15.64 eV.

XYZ file:
```
56
Properties=species:S:1:pos:R:3:forces:R:3
In 1.38104 -1.17913 0.74989 -0.9 2.3 -0.7
C -0.16879 3.39186 1.16966 -0.4 1.1 0.7
F -0.27275 4.42227 0.35941 0.0 -0.3 -0.4
F 1.06321 3.34615 1.64139 0.0 -0.4 -0.1
F -1.02815 3.55053 2.15687 0.1 -0.4 0.1
S -0.60652 1.87207 0.15940 0.2 -0.6 -2.1
O -1.74581 2.25598 -0.62502 0.8 -0.7 1.2
O 0.59303 1.44362 -0.53545 -0.2 0.1 0.8
N -0.79637 0.59869 1.30471 1.0 0.9 -0.7
S -2.30316 0.37340 1.78888 -2.6 -1.5 0.2
O -2.99639 1.62813 1.88286 0.7 -0.3 0.1
O -2.97895 -0.68575 1.04557 1.1 1.1 1.0
C -1.97848 -0.21965 3.58116 -0.9 -0.5 -0.9
F -1.61089 -1.49718 3.55035 0.4 0.2 0.0
F -1.03668 0.52122 4.11864 0.1 0.1 0.2
F -3.11905 -0.13830 4.23439 0.3 0.3 0.0
C -4.10823 -4.32286 -0.44663 -1.1 -0.2 -0.4
C -4.68761 -3.81155 0.86387 0.8 -0.8 0.3
C -3.48769 -3.72026 1.84081 -0.4 0.6 0.9
S -1.94740 -3.80536 0.80663 -0.4 -0.6 -1.0
O -1.42315 -5.15262 0.79028 -0.4 1.1 0.3
O -1.01844 -2.70750 1.12359 0.9 0.5 0.4
C -2.86420 -3.48632 -0.70577 0.2 -0.8 -0.5
H -4.82416 -4.22634 -1.26668 0.1 0.2 0.0
H -3.94056 -5.39844 -0.37417 0.5 0.1 -0.1
H -5.37275 -4.52115 1.33164 -0.2 0.1 -0.2
H -5.18949 -2.85946 0.70875 0.2 0.1 0.3
H -3.29611 -4.53395 2.54341 -0.3 -0.3 -0.3
H -3.63812 -2.83292 2.45448 0.8 0.2 -0.2
H -2.30782 -3.84547 -1.57139 0.2 0.1 0.1
H -3.07656 -2.42115 -0.78690 0.0 0.0 0.2
C 2.51035 2.97627 -3.67630 0.1 0.1 -0.5
C 1.73608 2.08845 -4.65261 -0.2 -1.1 -0.6
C 1.42043 0.71013 -4.02042 0.1 0.8 0.3
S 2.89966 0.38290 -2.96571 -0.8 -0.3 -1.9
O 3.89868 -0.31048 -3.75375 -0.6 0.8 0.9
O 2.49203 -0.17843 -1.67896 -0.1 -0.8 0.8
C 3.31535 2.14712 -2.64424 -1.4 -0.2 -0.4
H 1.79422 3.61967 -3.16721 0.3 0.1 0.2
H 3.18578 3.58493 -4.27360 0.0 0.2 0.2
H 2.33233 2.01256 -5.56199 0.0 -0.5 0.0
H 0.75759 2.44205 -4.97931 0.2 0.6 0.2
H 1.12998 -0.05950 -4.73386 0.9 -0.3 -0.1
H 0.51316 0.80372 -3.41777 0.4 0.1 0.6
H 4.39567 2.24272 -2.65110 0.0 0.1 0.1
H 2.79621 2.37248 -1.71548 0.7 -0.4 0.5
C 3.77895 1.64759 1.38675 -0.8 0.3 0.7
C 3.23146 1.28602 2.73756 0.4 -0.1 0.7
O 1.84554 0.90840 2.69225 0.0 -0.2 -0.6
O 3.68178 0.48282 0.56171 0.4 0.3 0.3
H 4.78171 2.04969 1.54918 0.3 -0.6 -0.3
H 3.21724 2.47850 0.94796 -0.2 -0.3 -0.1
H 3.40266 2.12614 3.41540 -0.3 0.0 0.0
H 3.74171 0.42373 3.17476 0.4 0.2 -0.2
H 1.43350 1.25562 3.49062 -0.3 -0.3 0.0
H 4.49498 0.46832 0.04150 -0.3 -0.6 -0.3
```
Positions in Å, forces in eV/Å.


Density functional theory data (ωB97M-V/def2-TZVPD) for a structure of composition C4H6KLiO2.

Its charge is -1. The value obtained for the LUMO energy (spin up / spin down) is 0.0858 / 0.0851 Eh. Its gap between HOMO and LUMO (spin up / spin down) is 3.526 / 4.554 eV. Its max |F| is 3.46 eV/A. The HOMO energy (spin up / spin down) is -1.19 / -2.24 eV. The spin multiplicity is 2.

XYZ file:
```
14
Properties=species:S:1:pos:R:3:forces:R:3
O 1.63479 1.32635 0.80597 -0.1 -0.4 0.0
K -0.23188 2.71774 0.61926 0.0 0.1 0.0
C 1.68663 -0.02671 0.60611 0.3 -0.1 0.2
C 0.61159 -0.59865 -0.34123 0.1 -0.6 0.3
H 2.66912 -0.36121 0.18106 -0.2 0.1 0.1
H 0.64333 -0.00119 -1.27089 -0.3 -0.1 0.4
H 0.91352 -1.61852 -0.63349 -0.1 0.2 0.0
H 1.59188 -0.60778 1.56242 0.1 0.1 -0.1
C -0.83339 -0.67156 0.28308 1.1 0.0 -0.2
C -1.80139 -0.21770 -0.76396 -1.6 1.6 -2.6
O -1.88050 -0.67914 -1.92671 0.5 0.1 2.7
Li -2.98189 2.40424 -0.95425 0.0 -0.8 0.0
H -0.88041 -0.00714 1.16437 -0.1 -0.1 -0.4
H -1.14137 -1.65873 0.66825 0.4 -0.1 -0.3
```
Positions in Å, forces in eV/Å.


Density functional theory data (ωB97M-V/def2-TZVPD) for a structure of composition FHO4.

For the energy above the lowest of the compared OMol25 structures with the same formula, charge and spin, the calculation gives 0.458 eV. The value obtained for the LUMO energy (spin up / spin down) is -0.0510 / -0.0492 Eh. Its gap between HOMO and LUMO (spin up / spin down) is 9.886 / 9.995 eV. Its max |F| is 2.02 eV/A. The HOMO energy (spin up / spin down) is -11.27 / -11.33 eV.

XYZ file:
```
6
Properties=species:S:1:pos:R:3:forces:R:3
O 0.08385 0.48291 0.09458 0.4 1.1 0.6
O -0.82264 1.17256 -0.58001 0.2 -0.2 -0.6
O -2.28312 0.96024 0.46976 -1.1 0.9 0.9
O -3.29645 0.62635 -0.11346 1.6 -1.2 -0.1
F -2.98205 -0.91186 -0.38345 -0.8 0.3 -0.2
H -0.06604 -0.44335 -0.08260 -0.4 -0.9 -0.5
```
Positions in Å, forces in eV/Å.


Density functional theory data (ωB97M-V/def2-TZVPD) for a structure of composition C3H4N2OS.

For the energy above the lowest of the compared OMol25 structures with the same formula, charge and spin, the calculation gives 4.194 eV. The value obtained for the LUMO energy is -0.0012 Eh. Its gap between HOMO and LUMO is 8.378 eV. Its max |F| is 6.95 eV/A. The HOMO energy is -8.41 eV.

XYZ file:
```
11
Properties=species:S:1:pos:R:3:forces:R:3
C 0.15853 -0.05149 1.47101 3.8 0.1 5.8
C -1.14487 -0.15699 1.70435 0.6 0.2 -0.9
C -0.63178 -0.48970 -0.44213 -2.7 -0.8 -3.2
H 0.95528 0.87589 -1.76511 -0.3 0.0 -0.5
H 0.98672 -0.19167 2.33146 -2.1 1.1 -2.0
H -1.72404 0.05459 2.60573 0.1 -0.6 -0.6
H -2.21737 -0.55143 -1.77314 5.3 -1.2 0.3
N 0.57831 -0.21815 0.18216 -1.1 -0.3 -1.8
N -0.87976 -0.77834 -1.69805 -4.0 2.0 1.8
O -1.71918 -0.44508 0.47681 1.0 0.5 -0.2
S 1.72323 0.90861 -0.68760 -0.6 -1.0 1.3
```
Positions in Å, forces in eV/Å.